Formula: C23H39BrFeN2O7Se2Si
Source: the OMol25 dataset
Level of theory: ωB97M-V/def2-TZVPD

Cartesian coordinates (Å):
Fe 0.10742 -0.92631 1.20142
O -3.39611 -2.36243 0.36486
C -2.46357 -2.09672 1.07871
O -1.21935 -2.05071 0.62256
C -2.65877 -1.83233 2.54670
C -3.92832 -2.09688 3.03882
C -4.22039 -1.90431 4.37264
C -3.25451 -1.48442 5.26033
C -1.98845 -1.26263 4.76565
C -1.64779 -1.35255 3.40887
O -0.46542 -0.93698 3.01528
N -0.96385 -0.90524 5.74606
O 0.12001 -1.45787 5.64609
O -1.26607 -0.16537 6.65083
N -5.57553 -2.16935 4.86889
O -5.78792 -1.95449 6.03928
O -6.38583 -2.58446 4.07548
H -4.68709 -2.45005 2.35418
H -3.47419 -1.35034 6.30987
C 2.09554 0.51662 5.00966
Se 2.36233 -1.19805 4.17559
C 4.29403 -1.08342 3.90589
C 4.60978 0.01481 2.88668
Se 3.27321 0.13003 1.45808
C 3.52159 -1.65709 0.70437
H 2.31999 0.38824 6.06544
H 1.04997 0.76897 4.88514
H 2.74525 1.25925 4.55353
H 4.58907 -2.07880 3.57706
H 4.77883 -0.89168 4.86179
H 5.59643 -0.07689 2.43439
H 4.54937 0.99622 3.35566
H 4.55943 -1.95187 0.85204
H 3.32751 -1.58910 -0.35913
H 2.86912 -2.39721 1.16458
C -2.14148 1.13157 -4.36923
C -1.92828 0.71598 -2.89760
C -2.89241 1.53690 -2.02352
C -2.34301 -0.75259 -2.73979
Si -0.08495 0.97687 -2.49603
Br -0.09183 1.10950 -0.07527
C 0.63188 2.70657 -2.86428
C -0.41852 3.78499 -2.55476
C 1.89597 3.07550 -2.06821
C 0.98338 2.77547 -4.36599
C 1.06273 -0.50068 -2.86681
C 0.78341 -1.73568 -2.00645
C 0.85484 -0.88286 -4.35050
C 2.54288 -0.14644 -2.68095
H -3.17817 0.91198 -4.63777
H -1.50591 0.58248 -5.06498
H -1.98567 2.19565 -4.53184
H -3.91115 1.26835 -2.31354
H -2.78889 2.60945 -2.15575
H -2.79616 1.30801 -0.96553
H -3.39911 -0.83570 -3.00817
H -2.25504 -1.11162 -1.71927
H -1.79730 -1.42494 -3.39690
H -0.75986 3.75747 -1.51948
H -1.28857 3.71495 -3.20227
H 0.03277 4.76587 -2.72435
H 1.76687 2.96451 -0.99241
H 2.11504 4.12922 -2.25973
H 2.77024 2.51134 -2.37001
H 0.12749 2.60146 -5.01401
H 1.76566 2.06926 -4.64163
H 1.36249 3.77650 -4.58892
H -0.24632 -2.07102 -1.99686
H 1.07365 -1.55684 -0.96328
H 1.40912 -2.56140 -2.36205
H -0.14208 -1.26365 -4.55049
H 1.56436 -1.67276 -4.61310
H 1.03814 -0.04805 -5.02636
H 2.75410 0.25537 -1.68710
H 2.89382 0.57684 -3.41218
H 3.14012 -1.05442 -2.81990

Atomic forces in eV per Å
Fe -0.4 -0.1 0.3
O -0.2 0.0 0.0
C 0.3 0.0 -0.2
O -0.2 -0.4 -0.2
C -0.1 0.0 0.0
C 0.0 0.0 -0.1
C 0.1 0.0 0.0
C 0.0 0.0 0.0
C -0.1 0.2 0.4
C 0.0 0.0 -0.2
O 0.5 0.1 0.2
N -0.6 -0.3 0.1
O 0.4 -0.1 0.1
O 0.1 0.2 0.0
N 0.1 0.0 -0.1
O 0.0 0.1 0.4
O -0.2 -0.1 -0.3
H 0.0 0.0 0.0
H 0.0 0.0 0.0
C 0.1 0.0 -0.1
Se 0.1 0.1 -0.3
C 0.1 0.3 -0.3
C -0.2 0.0 0.3
Se -0.2 -0.4 0.2
C 0.3 -0.1 0.1
H 0.0 0.0 0.1
H -0.1 0.0 0.0
H 0.0 0.0 0.0
H 0.0 0.0 -0.1
H 0.0 0.0 0.1
H 0.0 -0.1 0.0
H 0.1 0.0 0.0
H 0.0 0.1 0.0
H -0.1 0.0 -0.1
H 0.0 0.1 0.0
C -0.1 -0.1 0.0
C 0.0 0.1 -0.1
C 0.0 0.0 -0.1
C -0.1 0.0 -0.1
Si 0.0 0.0 0.3
Br 0.2 0.6 -0.4
C 0.0 0.0 -0.1
C 0.0 0.0 -0.1
C -0.1 0.0 0.0
C 0.0 0.1 0.1
C 0.0 0.0 -0.2
C 0.1 0.0 0.1
C 0.1 0.0 0.1
C 0.0 0.0 0.0
H 0.0 0.0 0.0
H 0.0 0.0 0.0
H 0.0 0.1 0.0
H 0.0 0.0 0.0
H 0.0 0.1 0.0
H 0.0 -0.1 0.1
H 0.0 0.0 0.0
H 0.0 -0.1 0.2
H 0.0 0.0 0.0
H 0.0 0.0 0.1
H -0.1 0.0 0.0
H 0.0 0.0 0.0
H 0.0 0.0 0.0
H 0.0 0.0 0.0
H 0.1 -0.1 0.0
H -0.1 0.0 0.0
H 0.1 0.0 0.0
H 0.0 0.0 0.0
H -0.1 0.0 0.0
H 0.0 0.0 0.0
H 0.0 0.0 0.0
H -0.1 0.0 0.0
H 0.0 0.0 0.0
H 0.0 0.1 0.0
H 0.0 0.0 0.0
H 0.0 0.1 0.0
H 0.0 0.0 0.0

## Properties
Lowest unoccupied orbital energy (spin up / spin down) (Ha): -0.1127 / -0.2420
Highest occupied orbital energy (spin up / spin down) (eV): -11.4 / -11.4
E (eV): -284786.0326
2S+1: 6
Total charge: +1
M (g mol⁻¹): 777.3
HOMO-LUMO gap (spin up / spin down) (eV): 8.33 / 4.81
Relative energy (zero: lowest compared OMol25 entry of this formula, charge and spin) (eV): 1.472

***

Formula: C23H39CaCl3N3O3SSi
Source: the OMol25 dataset
Level of theory: ωB97M-V/def2-TZVPD

Cartesian coordinates (Å):
C -0.32589 -1.30095 -4.60248
C 0.06060 -2.47675 -3.72620
H -0.14412 -1.44946 -5.66311
H 0.17827 -0.36442 -4.25330
H -1.42875 -1.15133 -4.52642
C 0.91970 -3.43171 -4.08552
C 1.57532 -3.31414 -5.39877
H 1.14907 -4.32307 -3.50297
H 2.19479 -2.40355 -5.47086
H 0.81874 -3.25509 -6.19753
H 2.22095 -4.17817 -5.55446
Ca -1.82116 -0.07249 -2.89217
Cl -3.94331 -1.38023 -2.02327
Cl -0.97539 2.41918 -3.33009
C -2.51785 1.64380 3.74068
O -1.88634 2.68493 4.01829
N -2.23598 0.39193 4.20634
C -1.02748 0.16914 4.98100
C -3.15772 -0.73788 4.01770
H -3.39475 1.60319 3.05288
H -0.62985 1.14842 5.26988
H -0.26818 -0.39427 4.40350
H -1.30008 -0.40309 5.87948
H -4.13719 -0.32780 3.76569
H -3.24627 -1.28114 4.96179
H -2.84698 -1.45893 3.24350
H 1.05991 4.50220 -2.68896
H 2.51910 2.19152 -1.77268
C 1.95535 4.95681 -2.24036
C 3.16585 2.95560 -1.30626
N 2.40507 4.18598 -1.08955
H 1.71299 5.96841 -1.88662
C 1.96906 4.54825 0.14436
O 1.94761 3.81617 1.14675
H 3.55239 2.56529 -0.35608
H 1.53276 5.57082 0.16480
H 2.74711 5.02889 -2.99957
H 4.00107 3.18077 -1.98742
O -0.36462 -1.20569 -1.96272
C -0.54064 -2.48559 -2.33218
C 1.11943 -4.16447 -1.18688
C -0.16229 -3.63955 -1.38473
H 1.96844 -3.59372 -1.58074
C 1.25349 -5.38225 -0.51185
H -1.65332 -2.57743 -2.39751
C -1.29080 -4.24428 -0.83536
H 2.24963 -5.79989 -0.40355
C 0.11916 -6.03646 -0.05146
C -1.14584 -5.46445 -0.18901
H -2.26499 -3.74213 -0.94195
H 0.21025 -6.95884 0.49837
H -2.03874 -5.94417 0.19387
Si 0.53275 -0.45384 1.38016
Cl -0.76201 0.98169 0.68572
C 1.79613 -1.33544 0.15122
C -0.56025 -1.99435 1.72673
C 1.88666 0.68026 2.01023
H 1.77505 -2.42449 0.29153
H 2.85303 -1.13774 0.42644
H 1.81552 -1.15853 -0.95647
H 2.00655 1.53752 1.30404
H 2.83015 0.07610 2.07989
H 1.46568 1.03320 2.97276
H -0.06355 -2.92879 1.31300
H -1.63079 -2.04900 1.36914
H -0.65584 -2.14889 2.83902
S -0.41917 5.71814 3.54735
C -1.80902 6.71297 3.27159
C -2.47845 6.27890 2.13744
N -1.88916 5.19303 1.53183
C -0.82169 4.73930 2.11082
H -2.12687 7.51082 3.92348
H -3.38174 6.70361 1.70759
H -0.22057 3.87763 1.82027

Atomic forces in eV per Å
C 0.0 0.1 0.5
C 0.2 -2.1 0.7
H 0.1 0.0 0.1
H -0.2 -0.6 -0.5
H 0.8 -0.7 -1.0
C -0.5 0.8 -0.5
C 0.7 -0.1 -1.0
H -0.3 0.5 0.0
H -0.1 -0.3 0.0
H 0.4 -0.2 0.0
H 0.1 0.1 -0.4
Ca -1.0 1.8 1.8
Cl -0.1 0.2 -0.2
Cl -0.1 -0.3 -0.1
C 0.8 1.1 0.3
O -1.3 -2.3 -0.6
N 0.1 0.0 -0.1
C -0.1 0.0 0.1
C 0.2 0.5 -0.2
H 0.3 0.4 0.4
H 0.0 -0.3 -0.1
H -0.3 0.2 0.3
H 0.3 0.1 -0.1
H 0.0 -0.2 -0.1
H 0.0 0.1 0.0
H 0.0 0.4 0.2
H 0.2 0.1 0.0
H 0.3 0.2 0.2
C 0.0 0.1 0.0
C -0.5 -0.1 -0.2
N 0.3 0.3 0.6
H 0.0 -0.2 -0.2
C -0.6 -1.3 0.6
O 0.6 1.1 -1.3
H -0.2 0.3 -0.2
H 0.1 -0.3 0.0
H -0.1 0.0 0.2
H -0.2 -0.1 0.2
O 1.3 1.7 2.1
C -1.1 0.1 -0.9
C -0.5 0.0 0.0
C -0.4 0.6 -0.8
H -0.3 -0.5 0.2
C 0.1 0.7 -0.4
H 0.3 -0.8 -0.5
C 0.3 -0.4 0.1
H -0.1 -0.1 0.2
C -0.3 0.1 0.4
C 0.0 0.2 0.1
H 0.5 -0.4 0.0
H 0.1 -0.3 0.0
H 0.2 -0.2 0.1
Si 1.5 -1.4 -3.8
Cl -0.6 0.3 -0.3
C 0.9 -0.1 -0.7
C -0.3 -1.1 1.6
C -0.3 -0.4 1.7
H -0.4 0.3 -0.1
H -0.4 0.4 0.2
H -0.7 -0.1 1.0
H -0.3 -0.8 0.5
H -0.9 0.9 0.4
H 1.1 0.5 -0.1
H -0.4 1.3 0.5
H 1.3 0.7 0.0
H 0.1 -0.1 -0.8
S -0.5 -0.3 -0.7
C -0.5 -0.8 -1.2
C 1.4 -0.2 1.1
N -0.1 -0.5 -0.6
C -0.7 1.5 1.0
H 0.2 0.0 0.1
H 0.2 -0.1 0.2
H -0.2 0.4 0.1

## Properties
Lowest unoccupied orbital energy (Ha): 0.0935
Highest occupied orbital energy (eV): -5.5
E (eV): -109820.9868
Total charge: -1
M (g mol⁻¹): 612.2
HOMO-LUMO gap (eV): 8.06

***

Formula: C23H39F5N8O31
Source: the OMol25 dataset
Level of theory: ωB97M-V/def2-TZVPD

Cartesian coordinates (Å):
C 1.33045 -3.01853 -0.38316
N 2.53418 -3.80088 0.00178
O 3.34665 -4.10318 -0.85941
O 2.54606 -4.27322 1.16864
H 1.16694 -3.26727 -1.43173
H 1.49142 -1.95227 -0.22420
H 0.53083 -3.49971 0.18002
C 3.37331 3.30727 0.37891
N 1.89357 3.32548 0.09283
O 1.20629 4.23055 0.57422
O 1.46777 2.33073 -0.57539
H 3.54119 4.05605 1.15302
H 3.89392 3.64275 -0.51803
H 3.62753 2.26329 0.56219
C -1.48337 2.68501 2.99745
N -0.35593 1.71936 2.85875
O -0.37428 0.94977 1.89321
O 0.49063 1.60463 3.70855
H -1.51470 3.42551 2.19822
H -1.54781 3.09142 4.00679
H -2.38041 2.06676 3.03193
C -3.37878 1.56529 -0.33584
N -2.82461 1.36955 -1.72871
O -3.20545 0.42305 -2.39003
O -1.85566 2.05546 -1.96232
H -3.60490 0.66141 0.22982
H -4.31104 2.10836 -0.49097
H -2.72165 2.22336 0.23268
C -0.68088 3.28375 -0.35600
N -1.67596 4.23733 0.12190
O -2.76830 3.79858 0.47900
O -1.30672 5.44524 0.15553
H -0.08145 3.56009 -1.22342
H -1.20522 2.33784 -0.49176
H 0.04951 3.16399 0.44417
C 3.26320 0.76908 3.25553
N 2.32432 1.55885 2.43747
O 2.06109 2.73713 2.71354
O 1.80013 0.94664 1.49302
H 3.54645 -0.11476 2.68396
H 2.68275 0.51926 4.14366
H 4.10982 1.38665 3.55541
C -1.41381 -1.59836 -2.94212
N -0.05928 -2.06941 -2.42812
O 0.64568 -1.32240 -1.75428
O 0.31458 -3.18400 -2.72713
H -1.39496 -1.33706 -4.00017
H -1.59405 -0.78961 -2.23392
H -2.07921 -2.42534 -2.69422
C -1.26477 -3.51244 0.72964
N -2.26074 -2.93826 1.61010
O -3.43286 -2.84418 1.27227
O -1.94354 -2.53163 2.69537
H -0.41387 -3.68741 1.38802
H -1.08342 -2.74649 -0.02438
H -1.70340 -4.48047 0.48754
C 3.65801 0.45481 0.16992
C 3.98811 0.78985 -1.23199
O 4.28752 -0.33647 -1.96199
C 3.80830 -1.34542 -1.26871
O 3.75932 -2.50831 -1.72711
O 3.65259 -0.95215 0.00049
F 5.10961 1.49614 -1.08503
H 2.68817 0.91889 0.34922
H 4.42871 0.61819 0.92318
H 3.22321 1.36730 -1.75122
C -4.72228 -1.67620 -0.65449
C -3.95972 -2.92031 -0.99583
O -3.69256 -2.70488 -2.35411
C -4.35672 -1.71428 -2.89970
O -4.40675 -1.48580 -4.10369
O -5.02279 -1.02684 -1.91794
F -4.78881 -3.92355 -0.77005
H -4.14128 -1.04797 0.02068
H -5.55285 -1.90308 0.01392
H -3.06843 -3.05170 -0.38229
C 0.92924 -0.88197 4.51368
C -0.16569 -1.36903 3.62969
O 0.34114 -1.74325 2.39634
C 1.63751 -1.56026 2.39435
O 2.38678 -1.78178 1.42479
O 2.02406 -1.17473 3.65893
F -0.95185 -0.34203 3.48809
H 1.07968 -1.49729 5.40074
H 0.79335 0.17050 4.76253
H -0.77529 -2.18817 4.01117
C 0.40405 -0.43304 0.43852
C -0.10406 0.88847 -0.21463
O -1.49767 0.73174 -0.03618
C -1.78121 -0.54010 0.09372
O -2.89043 -1.11635 0.10588
O -0.72897 -1.25688 0.22651
F 0.16343 0.93588 -1.51698
H 0.58447 -0.29491 1.50457
H 1.38980 -0.66141 0.03327
H 0.19073 1.84387 0.21944
C 0.10237 1.91249 -3.71596
C -0.29232 0.53955 -4.11684
O 0.79396 -0.32990 -3.69585
C 1.84630 0.48007 -3.46270
O 2.99293 0.09147 -3.33630
O 1.53408 1.73121 -3.58270
F -0.55897 0.43350 -5.42383
H -0.26374 2.11583 -2.70962
H -0.18850 2.73605 -4.36807
H -1.20380 0.15987 -3.65517

Atomic forces in eV per Å
C 1.2 -2.2 0.0
N 0.4 -2.9 -0.1
O -2.7 -4.0 3.9
O 0.3 0.6 -0.7
H 1.0 -0.3 1.3
H 0.1 -2.8 -0.1
H 1.4 0.8 -0.4
C -0.5 1.0 -0.5
N 1.1 -0.3 -0.4
O 3.6 0.1 -0.5
O 4.4 5.1 0.4
H 0.0 -0.5 0.2
H -0.2 -0.1 -0.2
H 0.2 1.4 0.3
C -0.6 -0.4 1.0
N -0.7 -0.2 -0.7
O -2.4 4.9 4.7
O -1.9 0.9 1.1
H 0.2 -0.4 0.5
H 1.0 0.4 -0.2
H 0.0 -0.2 -0.9
C -3.2 1.2 -0.3
N -0.9 -1.5 1.6
O 0.7 2.1 -0.2
O -3.0 0.4 -3.4
H -0.2 0.4 -0.9
H -0.2 0.0 -0.1
H -1.4 -1.2 -0.9
C -1.7 -0.4 1.0
N 1.0 3.4 -0.8
O 1.1 3.2 0.6
O -1.5 -2.8 0.1
H -1.0 0.6 0.2
H 0.5 2.9 0.3
H -2.6 0.8 0.1
C 0.7 1.2 0.4
N 0.0 0.8 -0.5
O 1.8 -1.1 -0.9
O 1.0 2.6 4.7
H 0.1 0.4 0.3
H 0.7 0.5 -0.2
H -0.1 0.2 -0.3
C 1.3 -1.8 2.3
N 0.7 0.3 -0.6
O -2.0 -0.9 -2.1
O -1.2 -0.1 -2.1
H 0.0 -0.9 0.4
H -0.3 -0.1 -0.8
H 0.7 0.3 -0.7
C -1.0 -2.2 1.2
N -3.3 0.0 1.1
O 0.6 -1.9 2.3
O -0.1 -0.3 0.4
H -0.3 0.1 -0.2
H -0.4 -2.1 0.0
H 0.3 0.0 -0.7
C 0.3 -2.7 -2.4
C 1.0 1.5 -0.5
O 2.3 0.2 2.8
C 2.2 -4.7 -2.3
O 1.1 9.2 -0.2
O -0.5 -1.1 -0.1
F 2.5 2.1 -1.1
H 1.4 -1.3 -0.8
H 0.0 0.6 -0.3
H 0.4 0.1 0.1
C -3.7 0.4 0.5
C -0.2 2.1 -0.2
O 0.1 -2.8 -0.3
C -2.8 1.8 -1.7
O 0.5 -0.3 2.9
O -0.3 -1.7 -0.4
F -0.7 -2.5 -0.5
H -4.0 0.0 -1.7
H -1.1 -0.5 -1.2
H -0.6 -0.4 -2.1
C 0.9 -2.1 0.2
C -0.7 -2.0 2.7
O -0.4 -1.4 1.5
C 4.5 -2.1 -1.4
O -3.1 1.0 8.0
O 0.7 -1.2 -1.0
F -3.5 0.7 0.3
H -0.2 0.1 0.0
H 0.4 -0.6 0.0
H 0.9 0.3 0.3
C 1.1 2.8 -1.9
C 0.8 -3.5 2.1
O 1.4 -2.5 -0.4
C -2.3 -1.6 0.5
O 11.0 5.1 1.2
O 2.6 1.0 0.3
F -0.4 -1.0 0.0
H -0.9 -0.5 -3.2
H -1.2 0.0 -0.3
H -0.6 -3.3 0.0
C 1.0 0.4 0.8
C -1.2 -0.5 1.0
O -0.8 2.6 -2.7
C 2.7 -2.0 -1.8
O -5.1 1.1 -3.2
O -0.3 2.8 -0.1
F 0.6 -0.3 -1.5
H 0.4 0.4 -1.7
H 0.5 -0.4 -0.4
H 0.8 1.5 0.0

## Properties
Lowest unoccupied orbital energy (Ha): -0.0697
Highest occupied orbital energy (eV): -8.0
E (eV): -113407.7561
Total charge: 0
M (g mol⁻¹): 1018.6
HOMO-LUMO gap (eV): 6.15
Relative energy (zero: lowest compared OMol25 entry of this formula, charge and spin) (eV): 30.206

***

Among the records above, which one has the highest E? C23H39CaCl3N3O3SSi